1.
{"formula": "C48H86N2O26", "method": "ωB97M-V/def2-TZVPD", "e_above_lowest_kcal_mol": 361.2, "fmax_ev_per_a": 5.543, "smiles": "O=C1C=C(O)C(=O)C=C1O.O=C1C=C(O)C(=O)C=C1O.O=C1C=C(O)C(=O)C=C1O.CN(C)C=O.CN(C)C=O.COCCOC.COCCOC.COCCOC.COCCOC.COCCOC.COCCOC", "homo_energy_ha": -0.3335, "e_tot_ha": -3945.81997, "orbital_gap_ha": 0.24545, "species": ["H", "H", "H", "C", "C", "H", "C", "O", "C", "H", "H", "C", "H", "H", "H", "C", "O", "C", "H", "O", "O", "C", "H", "H", "O", "H", "H", "C", "H", "H", "H", "C", "H", "C", "O", "H", "H", "O", "C", "H", "H", "O", "H", "O", "H", "H", "C", "O", "O", "H", "H", "O", "H", "H", "O", "H", "C", "C", "C", "O", "H", "H", "C", "C", "H", "H", "H", "C", "H", "H", "H", "C", "H", "H", "H", "H", "H", "O", "C", "C", "H", "C", "H", "C", "H", "H", "C", "O", "H", "H", "C", "C", "C", "H", "H", "C", "C", "H", "C", "H", "C", "C", "O", "C", "H", "N", "O", "H", "H", "H", "C", "H", "O", "N", "H", "C", "H", "H", "H", "C", "H", "H", "O", "H", "O", "C", "H", "H", "C", "H", "H", "O", "C", "O", "H", "H", "H", "C", "O", "H", "C", "H", "O", "H", "H", "C", "H", "H", "C", "C", "H", "H", "H", "O", "C", "H", "C", "H", "H", "H", "H", "C"], "xyz": [[7.050158, 1.487982, -1.012622], [1.205675, 3.780817, -4.880058], [1.003921, 1.557052, 4.706960], [-4.000727, 0.427488, 4.948528], [-1.105247, -5.620075, 3.648857], [2.777050, -1.989783, 2.803724], [1.004293, 0.537800, -4.600708], [2.727531, -5.916029, -2.304185], [-0.922221, -4.052296, -1.279403], [2.714334, 2.271188, -6.497579], [-9.646038, -0.225996, -4.219600], [6.716885, -0.956968, -1.845068], [1.234570, 7.331758, 1.116024], [4.198332, 2.201901, 1.377217], [2.372190, 1.348890, 2.558734], [0.064251, -5.120555, 2.812199], [-2.937457, -2.076342, 7.253250], [2.885267, 2.199387, 3.007615], [-6.455623, 1.995992, -1.031463], [1.991117, 3.087099, 3.651691], [7.669026, -0.415484, -0.921766], [1.533680, -5.275059, -1.970058], [0.596323, -2.845502, 4.508671], [0.350889, -1.025980, 4.850840], [-8.305012, -1.655256, -3.453090], [-3.617832, 1.442175, 5.057612], [-3.218527, 0.853201, -1.255885], [1.248268, -4.004119, -2.373768], [0.956519, 3.964866, 0.692244], [-3.059878, 0.634762, 8.027479], [1.197803, 1.811883, 0.417529], [1.729904, 4.128898, -1.450716], [-4.998494, 0.583056, 4.538206], [-6.916182, 2.099459, -3.183073], [4.787345, 3.684541, 2.614309], [-0.067838, 0.342272, -4.621147], [-1.483428, -0.213797, 2.207225], [-2.214320, -0.367865, -0.391502], [-0.666676, 0.467242, 1.968071], [-8.736911, -1.108217, -5.412474], [-4.656829, 1.515928, -5.641610], [-8.100883, 2.320858, -2.969344], [1.615284, 5.796218, 1.697846], [-2.803774, 1.285912, -3.613320], [3.086232, 3.718794, 1.457856], [2.104978, 2.184009, -9.241877], [-0.684052, -5.345843, -0.944407], [4.693646, -0.559585, 3.432935], [-2.194106, -3.480071, -1.122182], [6.045649, 1.014920, 2.900572], [6.588940, -0.478694, 2.252216], [-0.133461, -2.085266, -2.580004], [-5.587254, -2.489078, 0.263720], [2.771240, 0.849561, -8.239512], [-6.522920, -2.372339, -1.498127], [0.740479, -1.551214, 3.283964], [1.732986, 2.715732, -6.663239], [-6.010415, 1.951505, -2.014419], [-3.953996, 1.487848, -3.470340], [0.971165, 1.927719, -7.591799], [1.512910, 0.537520, -0.728350], [-4.156716, -5.054017, 3.951358], [-1.012137, -0.113967, -0.472358], [1.866906, 1.364408, -8.563893], [5.332830, -2.484119, 3.373686], [0.001402, 2.692208, -5.685206], [-1.046588, 1.446916, 2.257899], [1.172293, 0.729775, 0.289058], [-6.971512, -0.475478, -1.390422], [-0.245677, 4.091508, -0.522945], [1.665447, 2.966800, 5.631971], [-4.927732, 1.643241, -4.603924], [-3.505649, -0.022905, 4.088213], [4.074210, 4.373259, 4.397355], [3.107647, -3.414543, 3.732959], [8.585238, 1.098080, -1.991924], [1.916247, -3.392226, -2.961813], [-3.945176, 1.469287, -1.137480], [-4.712145, 1.637649, -2.177914], [7.958835, 0.896189, -1.123043], [-7.609526, -1.405322, -0.059944], [3.695503, 2.970304, 1.964453], [5.669475, 0.855005, -2.486712], [-0.008773, -3.236538, -2.071808], [7.166709, -0.866054, -2.833752], [1.476787, -4.043028, 1.409946], [-2.341570, -5.058566, 3.501856], [2.266974, -1.628837, 4.662270], [8.590084, 1.103370, -0.258927], [-4.467577, 1.450613, 7.449264], [1.217000, 2.625989, 4.698785], [-7.462982, -1.415611, -1.140000], [-0.280103, -3.863974, 2.009799], [-1.519261, -5.685926, -0.350124], [4.806279, -1.908541, 4.975565], [0.597678, -6.089841, -1.155304], [-1.509283, -3.338086, 2.021907], [3.448446, 3.500029, -2.904915], [6.053232, -0.056225, 3.102298], [3.616076, 1.793880, 3.707315], [-9.252590, -1.214155, -4.458031], [4.466586, -0.914514, 0.094794], [0.735124, -7.237420, -0.684685], [4.595865, -1.883085, 3.906371], [-4.661317, -0.087740, 8.170987], [-3.866282, -0.252891, 6.261342], [0.728080, -3.520355, 1.113547], [-4.810304, -3.126596, -1.249516], [0.337321, 3.254870, 4.561707], [4.872086, 3.953949, -1.888814], [-6.230351, 1.981788, -4.470316], [1.365542, 0.602084, -9.160228], [3.021926, 4.338637, -1.108750], [-0.251341, 0.315688, 0.591216], [2.507172, 6.461582, 0.389748], [-3.301012, -1.464513, 6.224960], [-0.979780, -6.552112, 4.179851], [-9.994105, -2.012059, -4.498228], [-1.683751, -2.513463, 1.346670], [3.870143, 3.524914, -1.900102], [4.054951, -0.525419, 1.026065], [6.539405, -2.005956, -1.607937], [1.454225, 1.813222, -4.456671], [5.188221, 5.522764, 3.530960], [-3.731967, -3.154834, 2.816154], [5.466941, -0.102768, -2.007396], [6.749295, -0.199532, 3.928772], [1.543252, 3.070369, -1.631799], [-2.674126, -3.768655, 2.758334], [5.313340, -1.507217, 0.440942], [3.482046, 5.308468, 3.050887], [1.149823, -5.640075, 2.826148], [-5.365973, -2.310040, -0.788457], [0.597531, 5.806417, -0.218755], [0.076351, 0.107951, 2.680052], [1.908197, 0.210111, 0.902659], [-9.129204, -2.763505, -2.070772], [0.767932, 4.412906, -0.283360], [-3.390249, -5.601867, 4.135757], [1.376013, 0.254877, -5.585534], [4.368462, 4.809781, 3.442919], [4.004493, 2.480958, -1.616902], [-6.992394, 2.027466, -5.574176], [3.665317, -1.498505, -0.357989], [-0.413241, -0.117069, -1.396214], [-8.783054, -1.729955, -2.063806], [-4.766162, -1.406039, -0.893805], [1.374943, -0.089284, -3.789848], [0.896732, -1.812981, 4.330469], [1.029028, 2.809041, -5.341063], [4.602253, -0.579144, -2.469444], [2.785579, -6.791915, -1.915544], [-7.877423, 2.281911, -5.302925], [4.893538, 0.224501, -0.714084], [1.489298, 6.334154, 0.758243], [-9.631234, -1.081190, -1.845193], [-4.001200, 0.466958, 7.504162], [-2.149141, -2.615419, -1.536852], [1.482325, 4.670640, -2.363582], [1.761557, 3.732159, -7.055883], [-3.182370, -1.841223, 5.197229], [3.156049, -2.326200, 3.768759]], "atomic_forces_ev_per_a": [[0.2, 0.5, -0.4], [-0.1, -0.1, 0.1], [0.0, -0.1, -0.1], [-0.2, 1.2, 0.3], [0.1, 1.0, -1.9], [0.4, -0.2, -0.7], [-0.2, -1.6, -1.3], [-1.3, 1.8, -0.1], [-2.9, 0.3, -0.6], [0.2, 0.2, -0.2], [-0.4, -0.1, 0.2], [0.6, 1.0, -0.9], [-0.7, 0.1, -0.5], [-0.1, 0.4, -0.7], [-0.2, 0.0, 0.0], [-2.6, 0.1, 1.9], [-0.7, 0.9, -2.2], [0.4, 0.4, 0.2], [0.1, 0.1, 0.0], [0.8, 0.0, -1.7], [-1.4, -2.9, -0.2], [2.1, -0.6, -0.8], [-0.4, 0.1, 0.3], [-0.2, -0.6, 0.6], [-0.1, 1.4, 0.2], [0.3, 0.0, 0.0], [0.7, -0.4, -0.2], [0.1, -0.3, 0.3], [0.7, 0.0, 0.0], [0.2, -0.3, -0.2], [0.4, -0.1, 0.3], [-2.4, -1.7, 1.0], [-0.6, -0.3, 0.7], [0.5, 0.5, 3.3], [-0.5, 0.7, -0.3], [-0.4, 0.7, 0.1], [-0.3, -0.1, -0.5], [0.7, -0.4, -0.3], [-1.0, -0.9, 0.5], [0.2, -0.3, 0.1], [0.6, -0.1, 0.0], [0.4, -0.2, -1.5], [-0.6, -0.8, -0.1], [2.5, -0.5, 0.5], [0.0, -0.4, -0.6], [0.5, -0.1, -0.2], [-0.4, 1.5, 0.5], [1.7, 1.5, -1.1], [2.0, -1.5, 0.4], [-0.7, 0.0, 0.2], [-0.7, -0.7, -0.4], [-0.6, -3.4, 2.1], [0.4, -0.1, 0.4], [0.1, 0.4, 0.8], [-1.5, -0.5, -1.1], [0.1, -0.4, -0.4], [-0.3, 0.3, -0.4], [-0.1, -0.2, -1.3], [-5.1, 0.9, -2.0], [1.4, -1.1, 0.4], [-0.7, -0.2, -0.2], [-0.5, 0.3, 0.0], [0.3, 1.1, 1.7], [-1.0, 0.4, -0.9], [-0.3, -0.6, 0.0], [-0.7, 0.1, 0.8], [0.4, 0.3, -0.3], [-1.0, 0.1, 0.1], [-0.8, 0.7, -0.2], [0.0, -0.6, -0.5], [0.1, -0.5, 0.4], [-0.3, 0.4, -0.2], [0.5, -0.5, 0.6], [0.1, 0.4, 0.3], [-0.3, -0.3, 0.8], [-0.4, 0.1, -0.5], [0.4, -0.4, -0.1], [-0.2, 0.5, 2.0], [0.5, -0.1, 0.5], [0.8, 1.3, 1.4], [-0.6, -0.2, 0.2], [0.7, 0.3, 2.0], [0.0, -0.1, 0.0], [2.6, 1.1, -2.2], [0.3, -0.6, -0.4], [0.7, -0.4, 0.1], [-0.4, -0.7, 1.1], [0.7, -0.8, 0.3], [0.1, 0.6, 0.0], [0.0, -0.1, -0.9], [-0.4, 1.1, 0.4], [-1.4, -0.4, -1.8], [1.2, -1.3, -1.1], [0.2, -1.1, 0.0], [0.4, -0.1, 0.2], [-2.5, -0.9, 1.5], [0.6, 1.7, -1.5], [0.3, 0.1, -0.4], [-0.5, -0.3, 0.9], [0.0, -0.2, 0.3], [0.8, -0.6, 1.3], [0.5, 1.3, -0.1], [0.7, 2.8, -1.6], [-0.1, 0.7, 0.5], [0.2, -0.2, 0.1], [-0.2, 0.8, -2.3], [-1.9, 0.5, 1.5], [0.6, -0.1, 0.7], [-0.7, -0.6, 0.5], [-0.1, 0.2, -0.1], [0.6, -1.1, -1.1], [-0.5, 0.2, 0.2], [2.3, -0.3, 0.8], [1.6, -0.4, -1.6], [0.1, -0.3, -0.4], [0.9, -1.3, 2.7], [0.0, 0.1, 0.2], [-0.5, 0.4, -0.4], [-0.1, 0.3, -0.1], [0.5, 0.5, -0.5], [0.0, 0.4, -0.1], [0.0, 0.2, 0.2], [0.2, 2.2, 2.1], [0.0, -0.3, 0.0], [0.9, -1.3, 0.2], [-1.4, -0.3, 2.3], [-0.2, -0.1, 0.4], [0.2, -0.5, -0.5], [1.2, -0.2, 0.5], [0.1, -0.3, -0.5], [0.0, 0.0, -0.3], [0.5, 0.4, -0.6], [1.1, -1.0, 0.2], [0.6, 1.0, 2.2], [0.5, 0.6, -0.4], [-0.3, 0.1, 0.4], [0.1, -0.1, 1.2], [-0.9, 0.9, -1.8], [0.5, -0.2, -0.1], [0.0, -1.2, 0.0], [-0.1, -1.4, -0.4], [-0.6, -0.1, 0.7], [0.1, 0.3, -0.1], [0.2, -0.2, -0.5], [-0.4, -0.2, 0.0], [2.1, 0.2, -0.9], [-0.2, 0.5, -0.1], [0.4, 0.1, -0.1], [1.1, 0.6, -0.3], [-0.3, -0.6, -0.9], [0.6, -0.5, -1.0], [-0.4, -0.3, 0.3], [-0.5, 0.1, 0.1], [-0.2, -0.5, 0.8], [0.8, 1.3, 0.2], [0.2, 0.4, -0.1], [-0.5, 0.1, 0.9], [-0.1, 0.7, -0.1], [-0.5, 0.3, 0.0], [0.6, 0.1, -0.3], [0.0, -0.2, 0.2], [-0.7, 0.9, -1.1]]}

2.
{"formula": "C4H11NS", "method": "ωB97M-V/def2-TZVPD", "e_above_lowest_kcal_mol": 43.2, "fmax_ev_per_a": 4.206, "smiles": "CNCCCS", "homo_energy_ha": -0.3197, "e_tot_ha": -611.87323, "orbital_gap_ha": 0.35237, "species": ["H", "H", "H", "H", "C", "S", "C", "H", "H", "C", "H", "H", "H", "N", "H", "C", "H"], "xyz": [[-1.226438, 0.329067, 2.089718], [0.009523, 1.223820, 0.294437], [1.564899, 3.085927, -0.725411], [-0.005575, -2.139025, -1.117081], [0.853584, 2.412028, -1.231670], [-1.585619, -0.612398, 1.234053], [0.573122, -1.412251, -0.579875], [1.675135, -1.786017, -0.403114], [0.058177, -2.258294, 1.199066], [0.718245, 0.006715, -1.226176], [-0.093581, 0.380384, -2.012221], [1.681393, -0.059904, -1.765385], [0.799441, -0.617574, 1.473101], [0.877710, 1.104769, -0.336847], [1.203107, 2.145154, -2.307776], [0.143517, -1.192944, 0.889531], [-0.170966, 2.880154, -1.223129]], "atomic_forces_ev_per_a": [[0.0, 0.3, 0.3], [1.8, -0.5, -1.5], [-0.3, 0.0, -0.6], [-0.3, -0.1, -0.2], [0.4, -1.4, 0.6], [0.2, -0.1, -0.7], [2.3, 2.7, 1.9], [-2.1, 0.3, -0.7], [0.5, 0.8, 0.8], [-0.8, -0.5, -2.9], [1.1, -1.8, 1.2], [-0.6, 0.3, -0.3], [1.0, 0.5, 0.5], [-1.6, 3.0, 0.9], [-0.6, 0.6, 2.0], [-2.2, -3.5, -0.9], [1.0, -0.6, -0.3]]}